Entry 1:
C29H20Cl3FeNOPS2 | ωB97M-V with the def2-TZVPD basis set

Computed properties:
**Highest occupied orbital energy (alpha / beta)**: -8.18 / -8.27 eV
**Relative energy (zero: lowest compared OMol25 entry of this formula, charge and spin)**: 4.26 kcal per mole
**Frontier orbital gap (alpha / beta)**: 7.9 / 7.9 eV

The geometry in ORCA input format:
```
! wB97M-V def2-TZVPD RIJCOSX def2/J DEFGRID3
* xyz 0 2
Fe -1.139 -0.199 -0.143
Cl -2.563 -5.368 4.384
C -2.494 -4.248 3.058
C -1.517 -3.269 3.044
C -1.499 -2.402 1.972
Cl -0.313 -1.113 1.903
C -2.395 -2.447 0.903
O -2.329 -1.609 -0.111
C -3.368 -3.454 0.977
Cl -4.524 -3.576 -0.305
C -3.421 -4.344 2.033
H -0.796 -3.184 3.844
H -4.184 -5.109 2.054
C -2.522 -0.014 -4.121
C -3.510 0.958 -4.027
C -3.746 1.576 -2.815
C -2.985 1.214 -1.709
N -2.031 0.277 -1.820
C -1.804 -0.326 -2.985
C -3.092 1.764 -0.353
C -3.976 2.770 0.022
C -3.966 3.233 1.328
C -3.072 2.700 2.248
C -2.187 1.693 1.878
C -2.206 1.215 0.578
H -2.310 -0.522 -5.050
H -4.093 1.229 -4.897
H -4.511 2.332 -2.718
H -1.023 -1.076 -2.991
H -4.663 3.201 -0.696
H -4.648 4.018 1.627
H -3.058 3.076 3.263
H -1.478 1.309 2.600
S 1.609 1.486 2.287
P 2.099 0.903 0.491
S 0.578 0.967 -0.912
C 2.789 -0.789 0.484
C 2.651 -1.658 -0.593
C 3.190 -2.936 -0.537
C 3.883 -3.347 0.591
C 4.034 -2.480 1.666
C 3.487 -1.208 1.615
C 3.386 1.922 -0.284
C 4.036 1.484 -1.435
C 4.990 2.287 -2.038
C 5.295 3.529 -1.497
C 4.649 3.966 -0.350
C 3.695 3.163 0.259
H 2.111 -1.333 -1.474
H 3.068 -3.609 -1.376
H 4.301 -4.345 0.637
H 4.572 -2.799 2.549
H 3.576 -0.538 2.461
H 3.801 0.514 -1.856
H 5.499 1.943 -2.930
H 6.042 4.155 -1.969
H 4.890 4.932 0.074
H 3.191 3.483 1.162
*
```


Entry 2:
C29H20ClDyF5P | ωB97M-V with the def2-TZVPD basis set

Computed properties:
**Highest occupied orbital energy (alpha / beta)**: -8.27 / -8.29 eV
**Frontier orbital gap (alpha / beta)**: 7.7 / 7.8 eV

The geometry in ORCA input format:
```
! wB97M-V def2-TZVPD RIJCOSX def2/J DEFGRID3
* xyz 0 6
C -1.291 -0.369 3.336
C -1.889 0.574 2.445
C -2.736 -0.161 1.557
H -1.742 1.638 2.461
C -2.635 -1.532 1.909
C -1.768 -1.661 3.029
H -1.466 -2.582 3.495
H -0.549 -0.134 4.079
H -3.344 0.245 0.769
H -3.098 -2.348 1.382
Dy -0.652 -0.751 1.230
Cl -0.356 -2.688 -0.095
P -0.330 0.519 -0.638
C -1.812 0.612 -1.720
C -2.265 1.808 -2.274
H -1.763 2.737 -2.047
C -3.365 1.817 -3.121
H -3.710 2.753 -3.540
C -4.017 0.632 -3.431
H -4.873 0.640 -4.092
C -3.559 -0.564 -2.894
H -4.055 -1.494 -3.140
C -2.466 -0.576 -2.042
H -2.107 -1.510 -1.634
C 0.033 2.256 -0.203
C -0.909 3.023 0.483
H -1.896 2.625 0.675
C -0.599 4.305 0.904
H -1.342 4.895 1.424
C 0.663 4.832 0.659
H 0.908 5.832 0.992
C 1.607 4.070 -0.012
H 2.594 4.471 -0.202
C 1.296 2.788 -0.443
H 2.038 2.199 -0.960
C 1.000 0.086 -1.824
C 0.894 0.490 -3.155
H 0.014 1.014 -3.497
C 1.913 0.215 -4.052
H 1.819 0.530 -5.083
C 3.044 -0.472 -3.632
H 3.839 -0.690 -4.334
C 3.150 -0.878 -2.310
H 4.025 -1.419 -1.976
C 2.133 -0.605 -1.407
H 2.221 -0.924 -0.382
F 0.643 -1.805 4.627
C 1.425 -2.415 3.727
C 1.259 -2.284 2.309
C 2.194 -3.050 1.527
F 2.210 -3.067 0.179
C 3.177 -3.852 2.118
F 4.034 -4.557 1.336
C 3.287 -3.941 3.494
F 4.239 -4.727 4.055
C 2.414 -3.227 4.293
F 2.518 -3.323 5.643
*
```


Entry 3:
C29H20ClF5PRu | ωB97M-V with the def2-TZVPD basis set

Computed properties:
**Highest occupied orbital energy (alpha / beta)**: -10.44 / -11.43 eV
**Frontier orbital gap (alpha / beta)**: 7.5 / 4.3 eV

The geometry in ORCA input format:
```
! wB97M-V def2-TZVPD RIJCOSX def2/J DEFGRID3
* xyz 1 5
C -0.848 -1.898 3.789
C -0.748 -2.442 2.479
C 0.648 -2.638 2.191
H -1.561 -2.634 1.801
C 1.387 -2.269 3.343
C 0.484 -1.755 4.308
H 0.747 -1.337 5.264
H -1.752 -1.595 4.288
H 1.056 -3.008 1.266
H 2.460 -2.225 3.408
Ru 0.245 -0.553 2.533
Cl 2.093 0.709 2.101
P 0.361 -0.205 -1.279
C 1.465 -1.268 -2.296
C 1.046 -1.981 -3.417
H 0.014 -1.929 -3.732
C 1.947 -2.757 -4.134
H 1.607 -3.308 -5.001
C 3.277 -2.824 -3.746
H 3.978 -3.428 -4.308
C 3.704 -2.115 -2.631
H 4.739 -2.167 -2.318
C 2.803 -1.352 -1.906
H 3.138 -0.813 -1.027
C -1.294 -0.637 -1.958
C -1.927 -1.760 -1.423
H -1.442 -2.321 -0.634
C -3.166 -2.164 -1.894
H -3.643 -3.039 -1.474
C -3.802 -1.437 -2.893
H -4.774 -1.745 -3.254
C -3.187 -0.311 -3.420
H -3.677 0.261 -4.197
C -1.938 0.085 -2.960
H -1.463 0.959 -3.382
C 0.647 1.450 -2.031
C 1.348 1.656 -3.218
H 1.762 0.811 -3.750
C 1.516 2.939 -3.721
H 2.064 3.085 -4.642
C 0.979 4.029 -3.051
H 1.110 5.028 -3.446
C 0.279 3.833 -1.868
H -0.137 4.679 -1.337
C 0.123 2.554 -1.357
H -0.411 2.407 -0.426
F -1.277 -0.383 6.009
C -1.111 0.803 5.384
C -0.532 0.973 4.079
C -0.395 2.304 3.622
F 0.094 2.553 2.385
C -0.793 3.399 4.392
F -0.650 4.658 3.907
C -1.342 3.205 5.653
F -1.723 4.270 6.401
C -1.499 1.915 6.144
F -2.026 1.735 7.382
*
```